Record 1
A molecular structure, C3H5N3, computed with wB97M-V/def2-TZVPD.

Computed properties:
E_HOMO ... -8.67 eV
Net charge ... 0
Energy relative to the best compared isomer or geometry (same formula, charge and spin) ... 247.7 kJ/mol
LUMO level ... 0.92 eV

Positions of all 11 atoms, in Å:
N: -0.955 1.631 0.205
C: -0.390 0.463 0.062
C: -0.608 -1.024 -0.035
N: 0.749 -1.566 -0.177
C: 1.533 -0.543 -0.159
N: 0.926 0.695 -0.025
H: -1.951 1.778 0.288
H: -1.093 -1.424 0.863
H: -1.227 -1.292 -0.899
H: 2.611 -0.628 -0.244
H: 0.405 1.910 0.120

=====

Record 2
C3H5N3 in the gas phase, computed with wB97M-V/def2-TZVPD.

Computed properties:
SMILES string ... Nc1cn[nH]c1
E_HOMO ... -9.11 eV
Net charge ... 0
Energy relative to the best compared isomer or geometry (same formula, charge and spin) ... 75.2 kJ/mol
LUMO level ... 1.08 eV

Positions of all 11 atoms, in Å:
N: 1.733 -0.161 -0.674
C: 0.408 -0.104 -0.167
C: -0.242 1.080 0.072
N: -1.462 0.777 0.552
N: -1.672 -0.566 0.640
C: -0.534 -1.099 0.207
H: 1.799 -0.719 -1.515
H: 2.387 -0.521 0.010
H: 0.114 2.088 -0.082
H: -2.145 1.478 0.808
H: -0.430 -2.182 0.172

=====

Record 3
A molecular structure, C3H5N3 in a non-equilibrium geometry, computed with wB97M-V/def2-TZVPD.

Computed properties:
E_HOMO ... -8.85 eV
Net charge ... 0
Energy relative to the best compared isomer or geometry (same formula, charge and spin) ... 557.2 kJ/mol
LUMO level ... -0.29 eV

Positions of all 11 atoms, in Å:
C: 0.500 -1.080 -0.113
C: 1.613 -0.472 0.074
C: 0.220 1.038 -0.101
H: -2.111 -0.343 1.252
H: -2.141 1.284 -0.275
H: 0.078 -2.074 -0.583
H: 2.669 -0.935 0.117
H: -0.065 2.017 -0.341
N: -1.877 -0.161 -0.032
N: -0.461 -0.089 -0.066
N: 1.575 0.815 0.067

=====

Record 4
C3H5N3 in the gas phase in a non-equilibrium geometry, computed with wB97M-V/def2-TZVPD.

Computed properties:
SMILES string ... [H]/N=C/[C@@H]1N=C1N
E_HOMO ... -8.59 eV
Net charge ... 0
Energy relative to the best compared isomer or geometry (same formula, charge and spin) ... 363.3 kJ/mol
LUMO level ... 0.67 eV

Positions of all 11 atoms, in Å:
N: -0.826 -2.167 -0.034
C: -0.390 -0.905 -0.063
C: 0.761 -0.060 0.037
N: 0.885 2.274 -0.439
C: 0.425 1.383 0.343
N: -0.821 0.113 -0.653
H: -1.823 -2.241 -0.158
H: -0.324 -2.891 0.439
H: 1.622 -0.288 -0.612
H: 0.701 3.196 -0.069
H: -0.210 1.560 1.219